ORCA calculation (ωB97M-V/def2-TZVPD) on a gas-phase ion, C9H12NO3S (charge +1) at a distorted geometry.

For the LUMO energy (alpha / beta), the calculation gives -5.304 / -5.305 eV. As for the net charge: +1. The value obtained for the calculated total energy is -27980.9836 eV. Its SMILES is CC1(C)[C@H]2C=C[C@H](C=C2)O[S@]1(=O)=[N+]=O. Its HOMO energy (alpha / beta) is -13.337 / -13.337 eV. The value obtained for the gap between HOMO and LUMO (alpha / beta) is 8.03 / 8.03 eV.

The geometry in XYZ format:
```
26
Properties=species:S:1:pos:R:3:forces:R:3
S 1.590 -1.343 -0.208 -2.77 2.67 -1.70
O 2.462 -3.045 -1.889 -0.72 -0.24 0.74
O 2.648 -1.547 0.688 2.34 -0.11 1.85
O 2.054 -0.444 -1.441 1.19 -1.26 1.00
N 1.809 -3.135 -0.952 0.61 -0.94 -1.48
C -0.061 -0.312 0.874 0.12 -3.14 -1.83
C 0.918 1.611 -1.645 -0.90 -0.80 0.46
C 0.039 1.688 -0.639 0.55 -0.26 -0.25
C -0.180 -0.523 -2.471 2.21 2.22 0.96
C -0.781 -1.646 1.206 1.05 0.54 1.74
C -0.730 0.455 -0.244 1.54 -0.33 -1.82
C -1.063 -0.368 -1.460 4.29 0.31 -1.62
C 0.753 0.371 1.893 5.73 -1.70 -2.39
C 1.152 0.276 -2.333 -3.35 -0.04 4.01
H -0.279 2.455 0.060 0.92 0.86 -0.70
H 0.120 0.854 2.515 -1.76 1.80 2.41
H -1.129 -2.236 0.354 0.59 0.17 -0.12
H 1.526 1.089 1.333 -1.99 -1.07 1.40
H -1.884 -0.907 -1.603 -3.84 -1.93 0.24
H 1.588 2.287 -2.098 0.23 1.68 0.33
H -1.624 0.839 0.097 -2.27 0.50 1.33
H -0.057 -2.252 1.910 -1.96 0.99 -1.17
H 1.515 -0.372 2.441 -2.16 1.48 -0.87
H -1.738 -1.320 1.657 0.49 -0.45 0.59
H -0.103 -1.020 -3.415 -1.42 -0.82 -0.20
H 1.760 0.468 -3.121 1.30 -0.12 -2.91
```
Forces are in eV/Å.



ORCA calculation (ωB97M-V/def2-TZVPD) on C9H12NOPS in the gas phase at a distorted geometry.

For the LUMO energy, the calculation gives 0.471 eV. As for the net charge: 0. The value obtained for the calculated total energy is -33188.0600 eV. Its SMILES is CC[P@@](=O)(c1cccs1)[C@H](C)C#N. Its HOMO energy is -9.572 eV. The value obtained for the gap between HOMO and LUMO is 10.04 eV.

The geometry in XYZ format:
```
25
Properties=species:S:1:pos:R:3:forces:R:3
S -1.699 0.530 -2.040 1.07 0.50 -0.58
P -0.677 0.033 0.826 0.97 -0.53 -1.99
O -2.108 0.145 1.161 0.08 0.09 -0.11
N -0.685 -2.314 3.362 -0.37 -0.26 0.81
C -0.732 -2.622 -0.068 -0.76 2.03 -2.07
C -0.304 0.273 -0.998 -2.82 0.69 1.20
C 0.525 1.060 1.698 -3.06 2.24 -0.52
C -0.023 -1.746 0.971 2.76 1.05 -1.38
C 0.826 0.404 -1.690 1.57 -1.22 -0.60
C -0.641 0.779 -3.411 0.42 0.23 0.20
C 0.422 2.575 1.467 -3.06 2.56 1.87
C 0.676 0.656 -3.079 -0.22 -0.24 -0.49
C -0.426 -2.106 2.270 0.44 -0.43 1.22
H -0.852 1.092 -4.430 -0.95 -0.33 0.33
H -0.311 -2.656 -1.147 -0.35 0.41 2.01
H 0.307 1.005 2.738 0.20 -0.85 0.98
H 1.161 -1.702 0.903 -2.33 -0.23 0.19
H 0.427 3.123 0.542 1.16 -0.75 -1.07
H 1.455 0.642 -3.870 -0.46 0.25 0.99
H 1.723 -0.014 -1.285 0.86 0.50 0.35
H -0.904 -3.632 0.240 -0.21 -0.40 0.42
H -0.659 3.002 1.713 1.59 -1.51 0.09
H 0.982 3.171 2.234 0.07 -0.82 -0.84
H -1.676 -1.987 -0.104 0.28 -1.83 -0.57
H 1.427 0.703 1.408 3.11 -1.16 -0.45
```
Forces are in eV/Å.



What did the second record say?
ORCA calculation (ωB97M-V/def2-TZVPD) on C9H12NOPS in the gas phase at a distorted geometry.

For the LUMO energy, the calculation gives 0.471 eV. As for the net charge: 0. The value obtained for the calculated total energy is -33188.0600 eV. Its SMILES is CC[P@@](=O)(c1cccs1)[C@H](C)C#N. Its HOMO energy is -9.572 eV. The value obtained for the gap between HOMO and LUMO is 10.04 eV.

The geometry in XYZ format:
```
25
Properties=species:S:1:pos:R:3:forces:R:3
S -1.699 0.530 -2.040 1.07 0.50 -0.58
P -0.677 0.033 0.826 0.97 -0.53 -1.99
O -2.108 0.145 1.161 0.08 0.09 -0.11
N -0.685 -2.314 3.362 -0.37 -0.26 0.81
C -0.732 -2.622 -0.068 -0.76 2.03 -2.07
C -0.304 0.273 -0.998 -2.82 0.69 1.20
C 0.525 1.060 1.698 -3.06 2.24 -0.52
C -0.023 -1.746 0.971 2.76 1.05 -1.38
C 0.826 0.404 -1.690 1.57 -1.22 -0.60
C -0.641 0.779 -3.411 0.42 0.23 0.20
C 0.422 2.575 1.467 -3.06 2.56 1.87
C 0.676 0.656 -3.079 -0.22 -0.24 -0.49
C -0.426 -2.106 2.270 0.44 -0.43 1.22
H -0.852 1.092 -4.430 -0.95 -0.33 0.33
H -0.311 -2.656 -1.147 -0.35 0.41 2.01
H 0.307 1.005 2.738 0.20 -0.85 0.98
H 1.161 -1.702 0.903 -2.33 -0.23 0.19
H 0.427 3.123 0.542 1.16 -0.75 -1.07
H 1.455 0.642 -3.870 -0.46 0.25 0.99
H 1.723 -0.014 -1.285 0.86 0.50 0.35
H -0.904 -3.632 0.240 -0.21 -0.40 0.42
H -0.659 3.002 1.713 1.59 -1.51 0.09
H 0.982 3.171 2.234 0.07 -0.82 -0.84
H -1.676 -1.987 -0.104 0.28 -1.83 -0.57
H 1.427 0.703 1.408 3.11 -1.16 -0.45
```
Forces are in eV/Å.